(1)
{
  "formula": "C14H39BInN2O2",
  "method": "ωB97M-V/def2-TZVPD",
  "symbols": ["C", "C", "B", "O", "In", "O", "H", "H", "H", "H", "H", "H", "H", "H", "H", "C", "C", "N", "C", "C", "C", "C", "H", "H", "H", "H", "H", "H", "H", "H", "H", "H", "H", "H", "H", "H", "H", "C", "C", "N", "C", "C", "C", "C", "H", "H", "H", "H", "H", "H", "H", "H", "H", "H", "H", "H", "H", "H", "H"],
  "xyz": [[-4.144, 2.667, -4.078], [-2.715, 3.231, -3.992], [-2.454, 3.774, -2.519], [-2.108, 2.801, -1.579], [-2.569, 6.043, -2.043], [-2.821, 6.996, -3.913], [-4.154, 1.586, -3.937], [-4.801, 3.125, -3.336], [-4.576, 2.859, -5.062], [-2.622, 4.065, -4.689], [-1.980, 2.463, -4.269], [-1.381, 2.254, -1.914], [-0.963, 6.594, -1.466], [-3.878, 6.503, -0.942], [-2.084, 6.674, -4.444], [1.119, -1.042, -0.309], [1.174, -1.026, -1.828], [1.829, 0.155, -2.357], [1.631, 0.339, -3.782], [2.232, -0.697, -4.742], [3.168, 0.410, -1.858], [4.232, -0.679, -2.062], [0.656, -0.129, 0.068], [0.523, -1.891, 0.030], [2.109, -1.138, 0.140], [0.151, -1.023, -2.213], [1.632, -1.967, -2.178], [2.003, 1.331, -4.050], [0.551, 0.378, -3.949], [3.313, -0.591, -4.838], [1.804, -0.562, -5.737], [2.015, -1.719, -4.427], [3.093, 0.619, -0.789], [3.511, 1.345, -2.307], [3.847, -1.671, -1.821], [5.082, -0.490, -1.404], [4.611, -0.703, -3.083], [-1.869, -3.029, 2.821], [-1.610, -2.609, 4.260], [-0.347, -3.103, 4.780], [-0.215, -2.949, 6.216], [-0.170, -1.528, 6.795], [0.826, -2.766, 3.991], [1.117, -1.282, 3.727], [-1.799, -4.112, 2.717], [-2.871, -2.718, 2.522], [-1.167, -2.568, 2.125], [-2.401, -3.021, 4.894], [-1.704, -1.513, 4.327], [0.683, -3.491, 6.529], [-1.056, -3.480, 6.672], [0.786, -1.039, 6.608], [-0.307, -1.569, 7.877], [-0.961, -0.898, 6.387], [0.735, -3.271, 3.027], [1.691, -3.229, 4.473], [0.217, -0.735, 3.443], [1.824, -1.191, 2.901], [1.560, -0.785, 4.589]],
  "forces_ev_per_a": [[0.0, -0.1, -0.2], [0.3, 0.3, -0.1], [-0.3, 0.0, -0.1], [0.7, 0.3, 0.3], [-0.1, -0.2, 0.3], [0.1, -0.2, 0.0], [0.0, 0.0, 0.2], [0.0, 0.0, 0.0], [-0.1, 0.0, 0.0], [0.1, -0.1, -0.1], [0.0, -0.1, -0.1], [-0.5, -0.4, -0.1], [-0.1, 0.0, 0.0], [0.0, 0.2, -0.1], [-0.1, 0.1, 0.0], [-0.1, 0.0, 0.0], [0.0, -0.1, 0.0], [0.0, -0.1, 0.0], [-0.1, 0.1, -0.1], [0.0, 0.0, 0.0], [0.1, 0.1, 0.1], [0.0, 0.1, 0.0], [0.0, 0.0, 0.0], [0.0, 0.0, 0.0], [0.0, 0.0, 0.0], [0.0, 0.0, 0.0], [0.0, 0.0, 0.0], [0.0, 0.0, 0.0], [0.0, 0.0, 0.0], [0.0, 0.0, 0.0], [0.0, 0.0, 0.0], [0.0, 0.0, 0.0], [0.0, 0.0, 0.0], [0.0, 0.0, -0.1], [0.0, 0.0, 0.0], [0.0, 0.0, 0.0], [0.0, 0.0, 0.0], [0.0, 0.0, 0.0], [0.0, 0.1, 0.0], [0.0, 0.0, 0.0], [0.0, -0.1, 0.1], [0.0, 0.0, 0.0], [0.1, 0.0, -0.1], [0.1, 0.0, 0.0], [0.0, 0.0, 0.0], [0.0, 0.0, 0.0], [0.0, 0.0, 0.0], [0.0, 0.0, 0.0], [0.0, 0.0, 0.0], [0.0, 0.0, 0.0], [0.0, 0.0, 0.0], [0.0, 0.0, 0.0], [0.0, 0.0, 0.0], [0.0, 0.0, 0.0], [0.0, 0.0, 0.0], [0.0, 0.0, 0.1], [0.0, 0.0, 0.0], [0.0, 0.0, 0.0], [-0.1, 0.0, 0.0]],
  "lowdin_charge": [-0.1294, -0.2487, -0.5751, 0.0001, 0.4243, -0.5144, 0.0625, 0.0659, 0.0610, 0.0669, 0.0765, 0.0709, -0.1310, -0.1385, -0.0913, -0.0935, -0.2739, -0.2003, -0.2488, -0.0864, -0.2452, -0.0847, 0.0850, 0.0648, 0.0588, 0.1183, 0.1007, 0.1140, 0.1067, 0.0532, 0.0689, 0.0636, 0.1007, 0.1156, 0.0635, 0.0680, 0.0521, -0.0866, -0.2735, -0.2044, -0.2561, -0.0863, -0.2464, -0.0764, 0.0791, 0.0750, 0.0530, 0.1156, 0.1036, 0.1087, 0.1069, 0.0545, 0.0674, 0.0667, 0.0980, 0.1123, 0.0708, 0.0622, 0.0547],
  "de_lowest_kj_mol": 0.0,
  "homo_lumo_gap_ev": 5.8615,
  "charge": -1,
  "total_energy_ha": -1031.76059
}

(2)
{
  "formula": "C14H40IrN6O3P2",
  "method": "ωB97M-V/def2-TZVPD",
  "symbols": ["Ir", "C", "N", "C", "P", "O", "O", "P", "O", "N", "C", "C", "N", "C", "C", "N", "C", "C", "H", "H", "H", "H", "H", "H", "H", "H", "H", "H", "H", "H", "H", "H", "H", "H", "H", "H", "H", "H", "H", "H", "H", "H", "C", "N", "C", "C", "C", "N", "C", "C", "H", "H", "H", "H", "H", "H", "H", "H", "H", "H", "H", "H", "H", "H", "H", "H"],
  "xyz": [[-0.938, -1.044, -0.211], [0.798, -0.657, -2.707], [1.538, 0.439, -2.212], [1.396, 1.732, -2.884], [2.035, 0.297, -0.606], [1.297, -0.804, 0.093], [1.646, 1.708, 0.034], [0.152, 1.893, 0.690], [-0.870, 1.138, -0.128], [-0.017, 3.487, 0.635], [1.072, 4.473, 0.567], [-1.347, 4.033, 0.962], [0.236, 1.326, 2.214], [-0.357, 0.073, 2.670], [1.189, 1.922, 3.161], [3.632, 0.201, -0.502], [4.523, 1.071, -1.286], [4.256, -0.625, 0.546], [0.498, -0.490, -3.740], [-0.165, -0.814, -2.083], [1.365, -1.586, -2.626], [1.632, 1.616, -3.942], [2.073, 2.461, -2.446], [0.370, 2.107, -2.785], [2.034, 3.989, 0.428], [1.094, 5.080, 1.473], [0.900, 5.149, -0.272], [-2.106, 3.257, 0.882], [-1.593, 4.833, 0.264], [-1.363, 4.453, 1.969], [-1.022, -0.349, 1.892], [-0.957, 0.239, 3.566], [0.419, -0.661, 2.901], [1.497, 2.909, 2.820], [2.074, 1.290, 3.269], [0.720, 2.022, 4.140], [4.028, 1.438, -2.182], [5.405, 0.510, -1.590], [4.858, 1.923, -0.691], [3.556, -1.377, 0.900], [4.572, -0.007, 1.390], [5.137, -1.122, 0.144], [-3.473, -0.848, -1.583], [-3.070, -1.220, -0.199], [-3.652, -0.255, 0.761], [-3.467, -2.608, 0.133], [-2.508, -3.570, -0.508], [-1.121, -3.171, -0.198], [-0.718, -3.519, 1.189], [-0.169, -3.764, -1.165], [-4.560, -0.906, -1.687], [-3.024, -1.521, -2.310], [-3.163, 0.175, -1.788], [-4.743, -0.294, 0.715], [-3.329, 0.751, 0.507], [-3.344, -0.495, 1.777], [-4.479, -2.814, -0.222], [-3.476, -2.725, 1.216], [-2.632, -3.567, -1.591], [-2.711, -4.587, -0.163], [-0.731, -4.603, 1.332], [-1.400, -3.074, 1.911], [0.294, -3.163, 1.374], [-0.200, -4.855, -1.112], [0.842, -3.438, -0.929], [-0.432, -3.464, -2.179]],
  "forces_ev_per_a": [[0.3, 0.4, 0.5], [1.9, 0.5, -0.5], [-0.6, -0.5, 0.4], [-0.3, 0.3, -0.1], [1.7, 0.9, -0.5], [-1.5, -1.0, -0.3], [-0.9, -0.1, 0.0], [0.9, 1.2, 0.6], [-0.3, -1.5, -0.2], [-0.1, -0.2, -0.1], [0.0, 0.2, -0.2], [0.0, 0.2, 0.1], [-0.6, -0.5, -0.3], [0.8, 0.2, 0.2], [0.1, 0.0, 0.1], [-0.4, -0.7, -0.2], [0.1, 0.2, 0.1], [0.2, 0.2, 0.3], [-0.3, 0.0, 0.1], [-1.4, -0.4, 0.8], [-0.4, -0.1, 0.2], [0.0, 0.0, 0.1], [0.0, 0.0, 0.0], [0.1, 0.0, 0.0], [0.0, 0.0, 0.1], [0.0, -0.1, 0.1], [0.0, -0.1, 0.0], [0.0, 0.0, 0.0], [0.0, -0.1, -0.1], [0.0, -0.1, 0.0], [-0.3, -0.1, -0.1], [-0.2, 0.0, -0.1], [-0.1, -0.1, -0.1], [0.0, 0.0, 0.0], [0.0, 0.0, -0.1], [-0.1, 0.1, 0.0], [0.0, -0.1, 0.0], [-0.1, -0.1, 0.0], [-0.1, 0.0, 0.0], [0.0, 0.0, 0.0], [0.0, 0.0, 0.0], [-0.1, 0.0, -0.1], [-0.4, 0.0, -0.2], [1.4, 0.6, -0.8], [-0.1, 0.3, 0.2], [-0.1, -0.3, 0.1], [-0.3, -0.1, -0.2], [1.0, 1.4, 0.2], [0.0, -0.3, 0.1], [0.2, -0.3, -0.1], [0.0, 0.0, 0.1], [0.0, 0.0, 0.0], [0.0, 0.0, 0.1], [0.0, -0.1, -0.1], [0.0, 0.0, 0.0], [0.0, -0.1, 0.0], [0.0, 0.2, 0.0], [0.0, 0.1, 0.0], [0.1, 0.0, 0.0], [0.1, 0.0, 0.0], [0.0, 0.0, 0.0], [-0.1, 0.0, 0.0], [0.0, 0.0, -0.1], [-0.1, 0.0, 0.1], [0.0, 0.0, 0.1], [-0.1, 0.0, 0.0]],
  "lowdin_charge": [1.3502, -0.0568, -0.2316, -0.0324, 0.5197, -0.3537, -0.2325, 0.5139, -0.3771, -0.2840, -0.0510, -0.0422, -0.2738, -0.0624, -0.0291, -0.2787, -0.0320, -0.0408, 0.1350, 0.0398, 0.1156, 0.1166, 0.0899, 0.1089, 0.0797, 0.1038, 0.1042, 0.0733, 0.1074, 0.1046, 0.0173, 0.1201, 0.1043, 0.0865, 0.1029, 0.1096, 0.0748, 0.1078, 0.1072, 0.0754, 0.1025, 0.1055, -0.0352, -0.3619, -0.0340, -0.1410, -0.1435, -0.3724, -0.0329, -0.0411, 0.1249, 0.0940, 0.1010, 0.1294, 0.0867, 0.0980, 0.1612, 0.1332, 0.1322, 0.1625, 0.1282, 0.0954, 0.0958, 0.1269, 0.0943, 0.0999],
  "homo_lumo_gap_ev": [5.1003, 4.7200],
  "charge": 3,
  "total_energy_ha": -1897.84461
}

(3)
{
  "formula": "C14H40O6",
  "method": "ωB97M-V/def2-TZVPD",
  "symbols": ["C", "C", "O", "H", "H", "H", "H", "H", "H", "C", "C", "O", "H", "H", "H", "H", "H", "H", "C", "C", "O", "H", "H", "H", "H", "H", "H", "C", "C", "O", "H", "H", "H", "H", "H", "H", "C", "C", "C", "O", "H", "H", "H", "H", "H", "H", "H", "H", "C", "C", "C", "O", "H", "H", "H", "H", "H", "H", "H", "H"],
  "xyz": [[22.722, -7.149, -7.304], [23.579, -8.125, -6.566], [24.658, -8.584, -7.389], [23.173, -6.161, -7.411], [21.816, -6.975, -6.711], [22.368, -7.477, -8.280], [22.979, -8.980, -6.239], [24.002, -7.634, -5.683], [25.127, -9.246, -6.874], [23.133, -10.133, -10.261], [21.917, -9.249, -10.373], [21.177, -9.479, -11.573], [23.546, -10.186, -9.246], [23.982, -9.756, -10.836], [22.970, -11.186, -10.502], [22.253, -8.204, -10.429], [21.248, -9.314, -9.518], [21.783, -9.303, -12.309], [27.865, -3.601, -13.318], [29.110, -3.512, -12.416], [28.802, -3.772, -11.065], [28.085, -3.222, -14.319], [27.018, -3.039, -12.919], [27.557, -4.643, -13.428], [29.587, -2.542, -12.591], [29.802, -4.272, -12.776], [28.358, -2.985, -10.734], [29.924, -7.459, -11.776], [29.625, -8.827, -12.337], [29.511, -9.822, -11.314], [30.029, -6.762, -12.619], [30.869, -7.457, -11.239], [29.087, -7.063, -11.200], [30.404, -9.176, -13.011], [28.684, -8.807, -12.903], [28.763, -9.574, -10.761], [24.693, -6.814, -11.940], [26.062, -6.856, -11.288], [26.251, -5.670, -10.358], [26.207, -8.068, -10.538], [24.555, -7.623, -12.658], [24.598, -5.866, -12.479], [23.945, -6.865, -11.148], [26.884, -6.820, -12.004], [25.982, -4.725, -10.828], [27.296, -5.612, -10.041], [25.741, -5.785, -9.395], [25.522, -8.069, -9.857], [21.832, -7.487, -14.881], [22.305, -8.890, -15.165], [23.495, -8.874, -16.122], [22.693, -9.453, -13.910], [21.589, -7.016, -15.832], [22.579, -6.945, -14.303], [20.902, -7.499, -14.307], [21.494, -9.474, -15.611], [23.339, -8.172, -16.942], [23.741, -9.856, -16.529], [24.375, -8.522, -15.575], [22.921, -10.381, -14.030]],
  "forces_ev_per_a": [[-0.8, 0.7, 0.0], [0.4, -0.2, 0.1], [-0.2, 0.1, 0.0], [0.3, -0.1, -0.1], [0.1, 0.0, 0.0], [0.3, -0.2, 0.0], [0.0, 0.0, 0.0], [-0.1, -0.1, 0.1], [0.2, 0.0, -0.1], [1.0, -0.5, 0.8], [0.1, 0.7, -0.8], [0.0, -0.2, 0.5], [-0.3, 0.4, 0.1], [-0.2, -0.1, -0.4], [-0.3, 0.2, -0.4], [0.0, 0.0, 0.4], [-0.2, -0.3, -0.1], [-0.2, -0.1, -0.1], [0.2, -0.2, 0.1], [-0.7, -0.1, -1.2], [0.3, 0.2, 0.0], [0.0, 0.0, 0.0], [0.1, 0.1, 0.1], [-0.1, 0.0, 0.1], [0.1, 0.0, 0.4], [0.2, 0.0, 0.3], [-0.1, -0.1, 0.2], [0.1, 0.4, -0.9], [-0.6, -0.5, 0.3], [0.1, 0.1, -0.2], [0.1, 0.0, 0.1], [-0.1, 0.1, 0.3], [0.2, -0.2, 0.4], [0.1, 0.0, 0.0], [0.1, 0.1, -0.1], [-0.1, 0.0, 0.0], [0.5, 0.2, -0.4], [-0.4, 0.1, 0.9], [0.7, 0.1, 0.7], [0.3, -0.1, -0.4], [-0.1, -0.1, 0.1], [-0.2, -0.1, 0.1], [-0.2, 0.0, -0.1], [-0.1, -0.3, -0.2], [0.0, 0.0, 0.0], [0.0, 0.1, -0.3], [-0.6, -0.1, -0.3], [0.1, 0.0, 0.1], [-0.7, -0.2, 0.1], [0.4, 0.1, -0.3], [0.3, 0.1, 0.3], [0.0, -0.2, 0.0], [0.2, 0.3, 0.1], [0.1, 0.2, -0.2], [0.1, -0.1, 0.1], [-0.1, 0.0, 0.1], [-0.1, -0.1, -0.1], [-0.1, 0.0, 0.0], [0.0, 0.0, 0.0], [0.0, 0.0, 0.0]],
  "lowdin_charge": [-0.0847, -0.3149, -0.0904, 0.0765, 0.0818, 0.0505, 0.1122, 0.1112, 0.0844, -0.0825, -0.3201, -0.0934, 0.0604, 0.0600, 0.0783, 0.0831, 0.1077, 0.0269, -0.0851, -0.3189, -0.0805, 0.0707, 0.0693, 0.0604, 0.1077, 0.0962, 0.0875, -0.0851, -0.3201, -0.0836, 0.0682, 0.0807, 0.0581, 0.1090, 0.1055, 0.0697, -0.0485, -0.4846, -0.0606, -0.0603, 0.0706, 0.0814, 0.0745, 0.1191, 0.0726, 0.0661, 0.0810, 0.0604, -0.0498, -0.4788, -0.0548, -0.0740, 0.0828, 0.0759, 0.0862, 0.1391, 0.0771, 0.0763, 0.0818, 0.1098],
  "de_lowest_kj_mol": 155.2,
  "homo_lumo_gap_ev": 10.2687,
  "charge": 0,
  "smiles": "CC(C)O.CC(C)O.CCO.CCO.CCO.CCO",
  "total_energy_ha": -1008.78711
}

no.,M (u)
1,393.11
2,594.68
3,304.47